Molecular formula: H28O14
Method: DFT, wB97M-V/def2-TZVPD

The spin multiplicity is 1. For the HOMO-LUMO gap, the calculation gives 8.97 eV. Its net charge is 0.

Last column: natural (NBO) charge in e.
Atoms and positions in Å:
O -2.064 -1.904 -2.263  -0.931
H -1.876 -2.821 -2.060  0.455
H -2.314 -1.519 -1.423  0.470
O 0.485 -0.184 -2.966  -0.953
H 0.124 -1.041 -2.743  0.469
H -0.177 0.440 -2.669  0.482
O 1.097 0.439 2.916  -0.993
H 0.487 -0.291 2.813  0.507
H 1.259 0.486 3.858  0.481
O 1.801 -2.123 -0.440  -0.946
H 1.439 -2.890 -0.884  0.459
H 1.051 -1.541 -0.318  0.483
O -2.638 -0.966 0.327  -0.980
H -3.516 -0.831 -0.032  0.500
H -2.737 -0.816 1.267  0.512
O -1.868 1.894 -1.868  -0.966
H -2.680 1.854 -2.373  0.475
H -2.153 2.048 -0.967  0.490
O -1.057 -3.227 0.466  -0.971
H -1.279 -3.818 -0.252  0.481
H -1.737 -2.554 0.442  0.484
O 1.398 2.473 1.080  -0.998
H 1.724 3.191 1.622  0.483
H 1.336 1.729 1.679  0.501
O 3.144 0.071 -1.546  -0.972
H 2.367 -0.345 -1.171  0.483
H 2.857 0.385 -2.403  0.487
O 1.046 2.991 -2.189  -0.953
H 0.098 2.865 -2.152  0.473
H 1.338 2.883 -1.283  0.478
O -0.552 -1.582 2.571  -0.975
H -0.574 -2.121 1.780  0.508
H -0.525 -2.213 3.290  0.489
O 3.508 -0.086 1.367  -0.961
H 2.721 -0.150 1.910  0.466
H 3.186 0.191 0.510  0.482
O 0.202 0.107 -0.046  -0.973
H 0.368 1.020 0.189  0.496
H -0.702 -0.051 0.227  0.474
O -1.835 2.465 1.116  -0.968
H -1.149 2.175 1.717  0.488
H -1.602 3.369 0.903  0.485

---

Molecular formula: C2H10N3
Method: DFT, wB97M-V/def2-TZVPD

The spin multiplicity is 1. For the HOMO-LUMO gap, the calculation gives 11.36 eV. Its net charge is +1.

Last column: natural (NBO) charge in e.
Atoms and positions in Å:
C -0.053 -0.459 1.933  -0.410
N -0.875 -1.071 0.813  -0.792
H 0.923 -0.264 1.509  0.200
H -0.013 -1.080 2.798  0.229
H -0.578 0.451 2.198  0.219
H -0.740 -2.067 0.700  0.414
H -1.851 -0.801 0.845  0.407
H 1.385 -0.553 -1.203  0.399
N -0.764 0.629 -1.126  -0.747
C 0.423 1.123 -1.465  0.376
N 1.445 0.308 -1.726  -0.760
H -1.332 1.465 -1.015  0.394
H -0.626 -0.269 -0.237  0.417
H 0.456 2.190 -1.641  0.208
H 2.200 0.399 -2.382  0.445

---

Molecular formula: C19H38CeO3P
Method: DFT, wB97M-V/def2-TZVPD

The spin multiplicity is 2. For the HOMO-LUMO gap (spin up / spin down), the calculation gives 7.34 / 7.20 eV. Its net charge is +2.

Last column: Löwdin spin population.
Atoms and positions in Å:
C 1.365 2.095 -0.892  0.037
H 2.338 2.596 -0.931  0.001
H 1.480 1.226 -1.599  0.004
H 1.381 1.790 0.527  0.018
C 0.285 3.109 -1.312  0.006
H -0.549 2.594 -1.817  0.000
H -0.152 3.579 -0.424  0.000
C 0.842 4.189 -2.235  0.003
H 0.088 4.955 -2.440  0.001
H 1.707 4.686 -1.782  0.000
H 1.161 3.773 -3.199  0.000
C -0.797 -1.970 -0.106  -0.002
C -1.434 -1.018 -0.967  -0.006
C -0.488 -0.640 -1.981  -0.003
C 0.748 -1.329 -1.713  -0.001
C 0.551 -2.152 -0.554  -0.003
C 1.517 -3.135 0.016  0.000
C 1.988 -1.275 -2.542  0.000
C -0.764 0.231 -3.161  -0.001
C -2.852 -0.574 -0.846  -0.001
C -1.467 -2.737 0.984  0.000
Ce 0.379 0.329 0.218  0.947
H 2.849 -1.658 -1.983  0.000
H 1.883 -1.887 -3.449  0.000
H 2.230 -0.256 -2.869  0.000
H 2.471 -3.106 -0.519  0.000
H 1.724 -2.946 1.078  0.000
H 1.123 -4.160 -0.058  0.000
H -2.213 -2.130 1.512  0.000
H -1.988 -3.620 0.580  0.000
H -0.747 -3.100 1.726  0.000
H -3.080 0.233 -1.550  0.000
H -3.543 -1.404 -1.053  0.000
H -3.075 -0.212 0.168  0.000
H -0.099 1.104 -3.210  0.000
H -0.626 -0.326 -4.098  0.000
H -1.795 0.600 -3.140  0.000
C -1.380 3.612 3.279  0.001
C -0.390 2.883 2.417  0.002
O -0.909 1.517 2.025  -0.001
P -1.042 0.125 3.031  0.000
O -1.092 0.659 4.526  0.000
C -0.306 1.308 5.678  0.000
C 1.160 1.431 5.443  0.000
O 0.634 -0.174 2.679  -0.001
C 1.354 -1.313 3.334  0.000
C 2.818 -1.104 3.059  0.000
H -2.409 3.318 3.054  0.000
H -1.279 4.683 3.078  0.000
H -1.166 3.458 4.340  0.000
H -0.226 3.395 1.463  0.000
H 0.588 2.738 2.889  0.001
H -0.799 2.269 5.827  0.000
H -0.535 0.655 6.524  0.000
H 1.404 1.941 4.506  0.000
H 1.573 2.041 6.255  0.000
H 1.658 0.458 5.491  0.000
H 1.123 -1.282 4.407  0.000
H 0.970 -2.255 2.916  0.000
H 3.393 -1.826 3.649  0.000
H 3.074 -1.264 2.002  0.000
H 3.144 -0.098 3.353  0.000

---

Molecular formula: C4H5NO
Method: DFT, wB97M-V/def2-TZVPD

Its SMILES is CC(=O)CC#N. The spin multiplicity is 1. For the HOMO-LUMO gap, the calculation gives 9.97 eV. Its net charge is 0.

Last column: natural (NBO) charge in e.
Atoms and positions in Å:
C 0.151 -0.392 1.360  -0.734
C 0.588 0.569 0.277  0.587
O 1.332 1.500 0.461  -0.511
C 0.074 0.325 -1.123  -0.473
C -1.515 0.155 -1.013  0.124
N -1.527 -0.908 -1.525  -0.223
H 0.808 -0.274 2.223  0.244
H 0.159 -1.431 1.012  0.235
H -0.879 -0.164 1.658  0.251
H 0.589 -0.550 -1.543  0.242
H 0.220 1.170 -1.786  0.258

---

Molecular formula: C37H37Br4N4O5SV
Method: DFT, wB97M-V/def2-TZVPD

The spin multiplicity is 2. For the HOMO-LUMO gap (spin up / spin down), the calculation gives 5.89 / 6.29 eV. Its net charge is -1.

Last column: Löwdin spin population.
Atoms and positions in Å:
V 0.199 0.615 -0.391  1.042
C -2.583 -1.466 -2.579  0.000
C -3.487 -1.061 -1.409  0.001
C -2.762 -0.275 -0.292  0.005
N -1.779 0.640 -0.843  -0.001
C -2.216 1.668 -1.537  0.002
C -3.563 2.102 -1.537  -0.002
C -4.219 3.014 -2.330  0.001
C -3.772 3.713 -3.448  -0.002
C -2.469 3.779 -3.897  0.001
C -1.322 3.258 -3.321  -0.003
C -1.152 2.425 -2.198  0.003
N 0.032 2.177 -1.664  -0.008
C 1.130 3.073 -1.983  0.001
C 2.134 3.062 -0.838  0.000
C 2.929 1.766 -0.907  0.000
N 2.065 0.612 -1.114  -0.007
C 2.528 -0.416 -1.809  0.003
C 3.876 -0.504 -2.226  0.001
C 4.574 -1.463 -2.943  0.001
C 4.170 -2.695 -3.414  0.002
C 2.911 -3.251 -3.225  0.001
C 1.786 -2.720 -2.639  0.002
C 1.515 -1.464 -2.027  0.001
N 0.332 -1.164 -1.532  -0.006
C -0.559 -2.282 -1.230  0.001
C -1.635 -2.617 -2.265  0.000
H -1.991 -0.605 -2.891  0.000
H -3.213 -1.751 -3.426  0.000
H -3.953 -1.951 -0.976  0.000
H -4.283 -0.431 -1.812  0.000
H -2.247 -0.941 0.389  0.001
H -3.491 0.267 0.313  0.000
H -4.167 1.693 -0.739  0.000
H -5.260 3.180 -2.072  0.000
H -4.511 4.281 -4.000  0.000
H -2.305 4.375 -4.790  0.000
H -0.400 3.505 -3.831  0.000
H 0.751 4.088 -2.130  0.000
H 1.634 2.762 -2.912  0.000
H 1.590 3.173 0.096  0.000
H 2.827 3.901 -0.921  0.000
H 3.539 1.628 -0.009  0.000
H 3.594 1.889 -1.766  0.000
H 4.510 0.306 -1.900  0.000
H 5.614 -1.212 -3.128  0.000
H 4.901 -3.286 -3.952  0.000
H 2.791 -4.261 -3.606  0.000
H 0.936 -3.384 -2.696  0.000
H -1.032 -2.050 -0.283  0.000
H 0.030 -3.179 -1.028  0.000
H -2.209 -3.465 -1.876  0.000
H -1.159 -2.936 -3.198  0.000
Br 1.869 4.434 4.942  0.000
C 0.488 3.685 3.889  -0.002
C -0.850 4.006 4.129  -0.005
Br -1.288 5.229 5.505  -0.001
C -1.847 3.433 3.365  -0.003
Br -3.675 3.791 3.683  0.000
C -1.594 2.552 2.267  -0.004
O -2.498 2.034 1.576  -0.007
C -0.189 2.289 2.009  -0.001
O 0.099 1.542 0.938  -0.036
C 0.790 2.806 2.850  -0.005
Br 2.580 2.273 2.555  -0.001
C -2.232 -0.980 3.854  0.000
S -1.567 -2.127 2.608  0.000
C -3.214 -2.892 2.263  0.000
O -0.842 -3.200 3.327  0.000
H -2.968 -1.479 4.484  0.000
H -2.670 -0.134 3.319  0.000
H -1.378 -0.641 4.432  0.000
H -3.937 -2.118 2.006  0.000
H -3.520 -3.440 3.152  0.000
H -3.082 -3.584 1.431  0.000
O 0.508 -0.317 3.017  0.006
C 1.088 -0.968 2.143  0.003
O 0.788 -0.974 0.895  0.013
C 2.237 -1.870 2.517  0.000
C 3.210 -2.196 1.579  0.000
C 4.262 -3.030 1.929  0.000
C 4.336 -3.553 3.212  0.000
C 3.356 -3.239 4.145  0.000
C 2.314 -2.393 3.801  0.000
H 3.131 -1.790 0.578  0.000
H 5.029 -3.269 1.201  0.000
H 5.153 -4.211 3.483  0.000
H 3.413 -3.651 5.146  0.000
H 1.537 -2.144 4.510  0.000

---

Molecular formula: C3H12NO2
Method: DFT, wB97M-V/def2-TZVPD

The spin multiplicity is 1. For the HOMO-LUMO gap, the calculation gives 10.86 eV. Its net charge is +1.

Last column: natural (NBO) charge in e.
Atoms and positions in Å:
C -0.765 -1.544 0.940  -0.672
C -0.382 -0.234 1.509  0.159
C -1.141 0.647 2.155  -0.380
N 1.041 0.198 1.261  -0.730
H -0.975 -1.480 -0.126  0.245
H 0.029 -2.281 1.092  0.225
H -1.668 -1.930 1.409  0.268
H -1.060 1.723 2.106  0.233
H -1.999 0.204 2.646  0.238
H 1.739 -0.506 1.424  0.435
H 1.277 1.031 1.767  0.434
H 1.016 0.473 0.234  0.480
H 0.334 0.800 -2.055  0.523
H 1.640 1.593 -1.676  0.502
O 1.002 0.949 -1.344  -1.000
H 0.393 0.601 -4.260  0.493
H -0.167 -0.585 -3.426  0.484
O -0.313 0.341 -3.656  -0.938

---

For reference, ΔE to the lowest compared entry with this formula, charge and spin by record: 124.2, 134.4, 72.7, 256.1, 103.9, 111.5 kJ/mol.
For reference, molar mass by record: 252.21, 76.12, 485.60, 83.09, 1020.35, 94.13 g mol⁻¹.
For reference, F_max by record: 0.021, 0.057, 0.119, 0.039, 0.072, 0.051 Eh/bohr.